Entry 1:
DFT (ωB97M-V/def2-TZVPD) results for the molecule C19H25N5O3S at a distorted geometry.

Calculated values
Electronic energy = -1636.61509 Ha
E_HOMO = -8.02 eV
2S+1 = 1
Structure (SMILES) = CCC(CC)c1nnc(NC(=O)c2cc([N+](=O)[O-])ccc2N2CCCCC2)s1

Geometry (Å):
S -1.76 0.31 2.39
O -0.88 -4.33 1.20
O 3.03 -0.73 3.01
O -0.56 -4.92 -0.85
N 3.38 -0.08 -0.53
N -1.19 0.65 -0.08
N -0.31 -4.23 0.12
N 0.96 0.05 2.61
N -0.01 0.50 0.52
C 3.33 0.67 -1.77
C 3.26 2.81 -0.46
C -0.11 0.30 1.79
C 1.93 -1.39 0.96
C 2.53 -1.11 -0.29
C -2.20 0.58 0.70
C 4.08 0.66 0.49
C 3.36 1.98 0.81
C 2.09 -0.65 2.25
C 2.20 -1.97 -1.36
C -3.82 2.03 -0.46
C 0.68 -3.22 -0.02
C -3.62 0.68 0.25
C 1.01 -2.42 1.07
C -3.77 -1.85 0.08
C -5.28 2.33 -0.75
C -3.93 -0.52 -0.65
C 2.57 1.98 -1.54
C 1.31 -3.00 -1.24
H 2.84 0.11 -2.55
H 4.36 0.89 -2.09
H 2.36 1.77 1.19
H -5.70 1.63 -1.46
H 5.07 0.89 0.10
H 2.70 -1.84 -2.31
H 0.53 -2.62 2.02
H -3.24 2.02 -1.39
H -3.41 2.82 0.17
H 1.07 -3.64 -2.08
H 4.25 3.10 -0.79
H -4.26 0.65 1.14
H 4.21 0.05 1.38
H -4.42 -1.89 0.95
H 2.69 3.72 -0.27
H -4.96 -0.43 -1.01
H 1.56 1.74 -1.23
H -5.38 3.33 -1.17
H -3.26 -0.49 -1.51
H 3.92 2.52 1.59
H -2.75 -2.00 0.41
H -4.04 -2.67 -0.58
H 0.92 0.36 3.58
H -5.87 2.29 0.16
H 2.53 2.54 -2.48


Entry 2:
DFT (ωB97M-V/def2-TZVPD) results for the molecule C19H25N5O3S at a distorted geometry.

Calculated values
Electronic energy = -1636.74696 Ha
E_HOMO = -8.25 eV
2S+1 = 1
Structure (SMILES) = COc1cccc(NC(=O)Cc2nnc(SCC(=O)NC3CCCC3)n2C)c1

Geometry (Å):
S 4.12 1.19 -0.72
O 0.35 -3.50 -0.41
O -3.25 -0.66 -2.21
O 0.87 -0.08 -1.84
N 2.38 -0.74 2.09
N 2.91 0.37 1.56
N -0.30 -2.17 1.33
N 3.14 -1.25 0.10
N 1.01 1.83 -0.63
C 2.85 1.23 -2.05
C 0.56 -2.96 0.65
C -2.92 -0.85 -0.91
C 2.51 -1.71 1.22
C -3.51 -0.39 1.38
C -1.78 -1.52 -0.48
C -1.38 3.66 0.96
C -0.06 1.77 1.59
C -1.25 2.81 -0.30
C -2.34 -1.12 -3.19
C -1.21 2.65 2.09
C -1.50 -1.60 0.88
C -3.79 -0.29 0.04
C 3.42 -1.95 -1.12
C 3.35 0.07 0.37
C 1.92 -3.06 1.36
C 1.47 0.92 -1.50
C -0.25 1.69 0.07
C -2.36 -1.03 1.81
H -0.65 0.71 -0.23
H -4.18 0.04 2.10
H -0.99 3.11 3.05
H -2.27 -2.21 -3.19
H 2.54 -1.94 -1.77
H -2.21 2.36 -0.54
H -2.75 -0.79 -4.14
H 2.52 -3.83 0.87
H -1.35 -0.69 -3.05
H -2.12 2.05 2.18
H -4.68 0.21 -0.31
H 1.60 2.60 -0.35
H 1.79 -3.29 2.41
H -0.06 0.78 2.06
H -2.12 -1.09 2.87
H 0.90 2.23 1.82
H 3.68 -2.99 -0.90
H 0.01 -1.85 2.24
H -0.57 4.40 1.00
H 2.90 2.24 -2.47
H -2.33 4.19 1.01
H 4.26 -1.47 -1.62
H -0.91 3.37 -1.16
H 3.11 0.51 -2.82
H -1.09 -1.95 -1.18


Entry 3:
DFT (ωB97M-V/def2-TZVPD) results for a structure of composition C19H25NO4SW.

Calculated values
Electronic energy = -1559.40440 Ha
Total charge = +2
E_HOMO = -14.85 eV
2S+1 = 1

Geometry (Å):
W 0.08 -0.26 -0.17
S -0.55 -0.85 1.90
O -1.66 0.96 -0.41
O -1.75 -1.10 -1.04
O 2.67 0.19 1.48
O 0.87 1.68 -0.49
N 0.58 -2.02 -1.24
C -4.35 -1.06 3.24
C 1.30 -2.80 -3.37
C 0.98 -4.10 -3.01
C 0.25 -3.27 -0.89
C -4.48 -0.47 0.90
C -2.34 -0.78 1.99
C -2.25 -0.18 -0.32
C -2.97 -1.07 3.19
C 0.12 2.97 -0.39
C 2.00 1.80 -1.44
C 2.82 -1.82 0.50
C 2.22 1.43 2.07
C 1.51 2.02 -2.85
C -3.10 -0.48 0.85
C -0.39 3.24 1.00
C 1.09 -1.79 -2.47
C -5.10 -0.76 2.11
C 0.45 -4.34 -1.75
C 2.01 -0.57 0.66
H 0.18 -5.33 -1.43
H 2.51 2.26 1.44
H 0.84 3.73 -0.69
H 1.34 -0.76 -2.71
H -0.18 -3.41 0.09
H 2.96 -2.09 -0.54
H -0.68 2.92 -1.12
H 2.36 1.98 -3.53
H 1.04 2.99 -2.98
H -5.07 -0.24 0.02
H 2.75 1.49 3.02
H 0.79 1.26 -3.16
H 0.40 3.54 1.68
H 1.14 -4.92 -3.70
H 2.28 -2.65 0.98
H -4.85 -1.28 4.17
H 1.72 -2.57 -4.35
H -1.09 4.08 0.93
H 2.57 0.88 -1.34
H 3.78 -1.71 1.00
H -6.18 -0.76 2.17
H -0.95 2.40 1.41
H 1.15 1.41 2.24
H -2.38 -1.30 4.07
H 2.62 2.63 -1.09


Entry 4:
DFT (ωB97M-V/def2-TZVPD) results for a structure of composition C19H26As2N3O6S6Tc.

Calculated values
Electronic energy = -8296.86779 Ha
Total charge = -1
E_HOMO (alpha / beta) = -3.95 / -4.49 eV
2S+1 = 4
Expectation value of S² = 3.77

Geometry (Å):
Tc -0.08 0.71 -0.75
As 2.26 -3.19 -3.58
As 2.75 2.12 -2.63
S 0.62 2.05 -2.68
S 3.38 -4.13 -2.08
S 3.15 -1.65 -4.73
S 0.35 -2.38 -2.63
S 1.28 -1.04 -1.33
S -3.03 -5.25 0.32
O -3.80 -5.88 1.36
O -2.63 -5.97 -0.85
O 1.31 1.69 0.43
O -1.83 -0.33 -1.46
O -1.13 2.34 0.08
O -1.22 -0.46 0.62
N -3.96 -3.99 -0.16
N 0.86 2.66 1.15
N -0.35 2.96 0.94
C -2.88 5.14 2.49
C 1.83 -2.36 2.40
C -3.38 -2.86 -0.89
C -0.11 4.93 2.38
C -0.41 -4.51 0.24
C -1.63 -3.91 2.24
C -2.09 6.05 3.18
C 0.65 -3.17 1.94
C 3.36 2.30 -4.44
C -2.04 -0.77 -0.30
C 3.87 0.81 -1.81
C -0.93 4.03 1.71
C 0.70 -3.83 0.72
C 3.25 3.75 -1.73
C -0.52 -3.23 2.70
C -2.30 4.12 1.75
C -0.71 5.94 3.12
C -1.58 -4.53 1.00
C -3.24 -1.61 0.00
H 3.00 3.64 -0.68
H 4.41 2.60 -4.44
H 2.73 -2.98 2.46
H 3.25 1.32 -4.91
H 3.84 -0.12 -2.38
H -3.20 -1.90 1.05
H 4.87 1.25 -1.83
H -4.11 -0.97 -0.14
H 1.59 -3.80 0.11
H 1.66 -1.92 3.38
H -2.54 -3.95 2.83
H 2.74 3.03 -4.95
H -3.96 5.23 2.53
H 2.68 4.58 -2.15
H -0.38 -5.00 -0.72
H 2.03 -1.56 1.68
H -4.03 -2.64 -1.74
H -2.90 3.41 1.20
H 0.96 4.83 2.33
H -2.55 6.85 3.75
H -0.08 6.65 3.65
H -2.42 -3.16 -1.32
H 4.32 3.92 -1.85
H -4.65 -3.76 0.55
H 3.56 0.63 -0.78
H -0.56 -2.72 3.66


Entry 5:
DFT (ωB97M-V/def2-TZVPD) results for a structure of composition C19H26BrClNO6Si2V at a distorted geometry.

Calculated values
Electronic energy = -5802.17549 Ha
Total charge = +2
E_HOMO = -14.85 eV
2S+1 = 1

Geometry (Å):
Br -2.56 3.14 3.37
V 0.72 1.36 0.07
Cl 0.20 3.76 -0.58
Si 0.65 0.28 -3.10
Si -1.29 -1.08 -0.64
O 0.18 0.87 1.57
O 0.19 4.81 -1.47
O 1.57 3.13 -0.40
O -0.30 3.98 0.71
O 0.80 2.45 3.21
O -0.48 2.51 -1.10
N 2.39 0.30 -0.07
C -1.47 -2.37 -1.99
C -3.10 0.77 4.87
C 3.60 0.13 0.46
C -0.97 0.78 -3.90
C 1.66 -0.70 -0.60
C 2.14 -2.00 -0.59
C -2.79 -0.49 5.36
C 0.06 1.58 3.09
C -1.07 -1.93 1.01
C 1.33 -1.30 -3.86
C 3.42 -2.19 -0.08
C -0.95 0.82 3.81
C 1.99 1.59 -3.28
C -1.58 -1.10 5.07
C -2.70 0.14 -0.62
C -2.17 1.44 4.09
C -0.65 -0.45 4.28
C 0.39 -0.15 -1.16
C 4.16 -1.13 0.44
H -1.26 -1.28 1.86
H 1.52 -1.03 -4.91
H 5.16 -1.28 0.82
H -0.60 -3.03 -2.10
H -1.81 -2.74 1.04
H 0.30 -0.91 4.05
H 0.66 -2.15 -3.86
H -0.09 -2.40 1.15
H 3.86 -3.18 -0.09
H -1.49 1.60 -3.40
H -2.30 -3.01 -1.68
H 1.86 2.55 -2.79
H -4.05 1.24 5.09
H -1.35 -2.08 5.47
H 1.57 -2.82 -1.01
H -3.52 -1.00 5.98
H 2.30 -1.59 -3.44
H -2.52 1.08 -0.11
H -1.72 -1.96 -2.96
H 4.08 1.01 0.88
H -0.74 1.11 -4.91
H 2.97 1.19 -3.00
H -3.52 -0.35 -0.09
H -1.66 -0.06 -3.99
H 2.04 1.79 -4.36
H -3.06 0.37 -1.63


Entry 6:
DFT (ωB97M-V/def2-TZVPD) results for a structure of composition C19H26BrClNO6Si2V at a distorted geometry.

Calculated values
Electronic energy = -5802.19188 Ha
Total charge = +2
E_HOMO (alpha / beta) = -14.73 / -14.73 eV
2S+1 = 1

Geometry (Å):
Br 0.95 5.15 1.68
V 0.98 -0.93 0.61
Cl 1.21 -2.56 2.66
Si -1.83 -1.28 -0.62
Si 0.27 1.08 -1.88
O 2.32 -2.22 1.72
O 1.21 -3.88 3.06
O 0.93 0.60 1.28
O 0.04 -2.29 1.62
O 1.08 -1.58 3.65
O 2.45 2.36 1.53
N 2.15 -1.63 -0.90
C 2.10 1.45 -1.78
C -0.79 2.28 -0.92
C 3.25 -3.21 -2.23
C 3.24 -2.36 -1.14
C 0.33 2.54 2.75
C 2.11 -3.31 -3.03
C -0.94 4.38 3.63
C -1.35 2.14 4.42
C -1.86 -3.15 -0.69
C -2.42 -0.51 0.98
C 0.97 -2.57 -2.75
C 1.04 -1.71 -1.66
C -2.79 -0.63 -2.09
C 0.06 3.92 2.78
C -0.39 1.65 3.57
C -0.18 0.90 -3.69
C 1.42 2.06 1.93
C 0.12 -0.73 -1.02
C -1.63 3.50 4.44
H -0.83 2.06 0.15
H -1.16 5.44 3.65
H 0.37 1.68 -4.22
H 2.11 -3.98 -3.88
H 2.21 2.50 -2.07
H -2.90 -3.41 -0.45
H 2.66 0.86 -2.50
H -1.68 -3.52 -1.70
H -1.89 1.46 5.07
H -3.32 -1.05 1.29
H -2.87 0.45 -2.13
H -2.69 0.53 0.83
H -2.43 -1.01 -3.05
H 0.16 -0.05 -4.11
H -1.23 1.03 -3.92
H -3.80 -1.02 -1.95
H 0.09 -2.64 -3.36
H 2.58 1.35 -0.80
H -1.23 -3.69 0.02
H -1.81 2.34 -1.28
H -0.14 0.60 3.56
H -0.35 3.27 -1.02
H 4.14 -3.79 -2.45
H -2.39 3.89 5.10
H 4.08 -2.24 -0.47
H -1.72 -0.57 1.81


Entry 7:
DFT (ωB97M-V/def2-TZVPD) results for a cluster of 5 separate species, C19H26Cl2F2N2O2 in total at a distorted geometry.

Calculated values
Electronic energy = -2119.63045 Ha
E_HOMO = -9.04 eV
2S+1 = 1
Structure (SMILES) = Fc1ccccc1.Fc1ccccc1.CNC(C)=O.CNC(C)=O.ClCCl

Geometry (Å):
Cl -1.79 -4.58 6.77
Cl -2.79 -7.14 6.00
F 9.50 2.89 -4.28
F -1.03 1.67 -0.59
O -12.04 -0.47 -1.56
O 5.16 -2.01 -1.29
N -10.06 -0.22 -2.68
N 3.92 -1.72 0.56
C -1.56 0.28 1.22
C 7.34 3.10 -3.29
C 8.62 3.97 -1.00
C -1.95 -6.28 7.37
C -12.08 -0.21 -3.95
C 7.27 3.64 -0.91
C 0.35 1.69 1.31
C 9.39 3.85 -2.15
C 2.80 -1.69 -1.53
C 4.08 -1.80 -0.76
C -9.19 -0.10 -1.48
C -11.37 -0.31 -2.58
C -0.78 1.27 0.67
C 6.54 3.28 -2.12
C 0.62 1.37 2.63
C -0.30 0.44 3.28
C 5.03 -1.52 1.44
C 8.76 3.26 -3.25
C -1.26 -0.14 2.54
H -9.03 0.98 -1.45
H 6.82 3.71 0.07
H -0.18 0.16 4.32
H -2.54 -0.06 0.92
H 5.47 3.24 -2.31
H 2.08 -2.50 -1.58
H -12.58 0.75 -4.04
H 4.74 -1.05 2.37
H -0.90 -6.58 7.38
H -12.75 -1.06 -4.03
H -9.51 -0.28 -0.46
H 6.98 2.69 -4.23
H 2.32 -0.77 -1.20
H 1.51 1.72 3.14
H 10.45 4.05 -2.17
H 0.92 2.47 0.81
H -1.83 -0.83 3.14
H 9.15 4.36 -0.14
H 5.78 -0.86 0.99
H 2.96 -1.51 0.78
H -11.41 -0.19 -4.81
H -2.46 -6.29 8.33
H -9.58 -0.31 -3.56
H 5.54 -2.49 1.50
H 3.05 -1.41 -2.55
H -8.18 -0.49 -1.59


Entry 8:
DFT (ωB97M-V/def2-TZVPD) results for a structure of composition C19H26ClFeN3O6.

Calculated values
Electronic energy = -3079.08897 Ha
Total charge = +1
E_HOMO (alpha / beta) = -12.64 / -12.65 eV
2S+1 = 6
Expectation value of S² = 8.76

Geometry (Å):
Fe -1.08 0.94 -0.23
Cl 4.74 0.09 -0.53
O 0.75 4.41 -0.95
O -0.77 2.79 -0.75
O -1.08 0.56 1.50
O 5.06 3.06 -0.76
O 3.42 4.53 -0.97
O -1.49 -0.78 -1.22
N 2.09 0.11 -0.62
N 1.02 0.93 -0.70
N -3.16 1.61 -0.32
C 1.57 -4.04 -0.65
C 1.49 2.17 -0.79
C 2.89 2.18 -0.77
C 0.45 3.24 -0.85
C 3.23 0.84 -0.65
C 3.89 3.30 -0.83
C 2.49 -2.05 -1.65
C -2.12 1.17 3.55
C 2.31 -3.43 -1.66
C -2.24 -1.89 -0.62
C 0.19 0.19 3.49
C -2.39 -2.92 -1.73
C 1.94 -1.31 -0.62
C -0.80 1.12 2.80
C -2.08 -2.14 -3.02
C -1.03 -1.15 -2.56
C 1.21 -1.91 0.40
C -0.21 2.51 2.63
C 1.02 -3.28 0.37
H 1.13 0.16 2.95
H -1.70 -2.79 -3.81
H -0.97 -0.24 -3.14
H 0.74 2.46 2.08
H -1.68 -3.73 -1.59
H -3.78 1.24 -1.03
H 2.43 4.57 -1.00
H -3.19 -1.48 -0.27
H -0.22 -0.82 3.57
H 1.44 -5.11 -0.66
H -1.97 1.53 4.57
H 3.06 -1.56 -2.43
H -0.90 3.16 2.08
H -2.96 -1.63 -3.39
H 0.80 -1.30 1.20
H -2.81 1.86 3.06
H 0.47 -3.77 1.17
H -3.07 2.61 -0.49
H -1.66 -2.25 0.23
H 2.75 -4.02 -2.45
H -0.01 2.97 3.60
H -3.39 -3.34 -1.75
H 0.40 0.56 4.50
H -3.62 1.49 0.58
H -0.05 -1.61 -2.45
H -2.57 0.18 3.60